Record 1
C63H40GeI4N4Ta as an isolated structure, computed with ωB97M-V/def2-TZVPD.

## Properties
E_tot in eV: -162406.97863
Charge: +1

XYZ file:
```
113
Properties=species:S:1:pos:R:3:lowdin_charge:R:1
H 3.645 2.890 0.077 0.10
C -1.856 0.231 -4.259 0.04
H -4.852 3.815 -5.736 0.10
C -0.245 3.592 4.450 -0.02
H -4.268 2.211 -3.955 0.13
H -5.142 -5.092 4.741 0.10
H 2.205 2.773 -4.098 0.10
C -1.803 0.740 -2.918 -0.21
I 1.962 7.181 5.407 0.93
C 4.417 -3.830 0.463 -0.08
H 4.009 4.582 1.827 0.11
C -3.885 3.873 -5.252 -0.13
C -1.544 -1.462 -2.813 -0.22
C 4.412 0.169 -2.290 -0.09
H 2.930 -2.887 -0.745 0.09
N -1.573 -0.319 -2.056 -0.04
H 1.532 6.356 2.453 0.11
H -2.016 0.833 -5.141 0.13
C 4.714 -1.363 1.703 -0.10
H 2.545 1.856 4.784 0.11
C 3.781 -1.500 0.675 -0.28
I -1.077 -7.535 -6.447 0.91
C 3.271 0.655 -1.654 -0.29
C 3.586 3.620 2.090 -0.08
N -1.485 0.078 2.004 -0.04
C -3.828 -3.779 3.667 -0.03
H -2.032 1.674 4.851 0.11
N -1.770 -2.124 0.077 -0.05
H 0.466 4.526 1.290 0.12
C -1.354 1.226 2.766 -0.20
I -3.735 -6.152 7.280 0.91
C -1.517 -2.757 -2.293 -0.07
C 2.755 2.092 3.749 -0.08
C -1.986 -4.285 5.684 -0.14
C 2.825 2.041 -3.592 -0.09
C -4.164 -4.630 4.712 -0.14
H 0.641 -3.503 -3.724 0.13
C -2.578 -3.172 3.624 -0.22
H -1.793 -5.281 -0.946 0.13
C -3.554 2.972 -4.250 -0.03
C -2.080 3.910 -0.860 0.03
C 2.515 1.150 2.758 -0.12
C -1.225 -5.970 -5.092 -0.75
H -1.799 4.934 1.056 0.13
H -2.526 4.655 -1.500 0.13
H -4.551 -3.579 2.883 0.13
H 4.301 -4.790 -0.025 0.10
C -2.972 4.849 -5.628 -0.75
C -1.414 4.029 -3.996 -0.03
C 5.340 -3.678 1.492 -0.08
C -0.955 2.480 2.248 -0.01
C -3.240 -4.881 5.717 -0.75
Ta -0.955 -0.191 -0.048 1.75
C 0.887 -0.564 -0.205 -0.42
H -3.468 -4.491 -3.038 0.13
H 4.846 -0.405 2.196 0.10
H -1.264 -4.486 6.465 0.10
C 0.381 4.627 5.121 -0.14
C -1.734 4.929 -5.003 -0.13
C -1.686 -1.111 -4.196 0.04
C -1.696 4.055 0.440 0.01
C -2.202 -2.258 2.503 -0.06
C -1.422 -3.884 -3.265 -0.22
H 1.579 1.981 -1.854 0.09
H -2.769 -0.854 4.914 0.13
Ge 2.716 0.011 0.093 0.91
H 0.818 -5.359 -5.342 0.10
H -1.684 -1.817 -5.013 0.13
H 5.944 -4.520 1.808 0.11
H 5.042 -0.561 -1.792 0.10
H 0.418 4.616 6.203 0.10
C -1.676 -3.050 -0.939 -0.22
H -0.681 -2.970 4.611 0.13
C -1.962 2.065 -2.542 -0.06
N -1.317 1.885 -0.134 -0.04
H 0.889 -1.462 -0.859 -0.01
I -3.458 6.194 -7.130 0.91
C -0.222 -4.129 -3.924 -0.02
H 4.237 1.891 -5.206 0.10
C -0.331 3.564 3.051 -0.14
C 2.482 1.595 -2.323 -0.12
C 0.361 4.570 2.365 -0.04
C 3.371 2.663 1.103 -0.09
H 6.210 -2.320 2.909 0.11
C 3.287 3.332 3.415 -0.09
C 1.000 5.606 3.024 -0.15
C 2.832 1.416 1.423 -0.29
C -0.119 -5.171 -4.835 -0.14
H 3.477 4.067 4.189 0.10
C 5.489 -2.445 2.110 -0.08
C -2.318 3.042 -3.614 -0.22
C -1.236 2.788 0.896 -0.24
C 3.645 -2.747 0.061 -0.11
C -1.848 -4.363 -0.382 0.04
C -2.093 -4.219 0.941 0.04
H -0.447 4.091 -3.509 0.12
C -1.808 2.571 -1.241 -0.20
C -1.868 0.952 4.075 0.02
H 2.116 0.178 3.041 0.11
C 3.967 1.547 -4.215 -0.08
H 5.649 0.226 -4.045 0.11
H -3.295 -6.345 -4.657 0.10
H -2.280 -4.997 1.663 0.13
C -2.431 -5.729 -4.448 -0.14
C -1.662 -3.431 4.641 -0.02
H -1.021 5.689 -5.298 0.10
C -2.045 -2.817 1.246 -0.20
C 4.759 0.612 -3.563 -0.08
C -2.525 -4.686 -3.536 -0.03
C 0.990 5.652 4.408 -0.76
C -2.006 -0.906 2.825 -0.21
C -2.279 -0.340 4.102 0.02
H -0.617 2.787 5.053 0.09
```

***

Record 2
C63H64As2BCl3N7O8SZr as an isolated structure, computed with ωB97M-V/def2-TZVPD.

## Properties
E_tot in eV: -265199.99258
Relative energy (zero: lowest compared OMol25 entry of this formula, charge and spin) in kcal per mole: 32.0
Charge: +3

XYZ file:
```
150
Properties=species:S:1:pos:R:3:lowdin_charge:R:1
C 3.714 0.294 0.782 -0.07
H -2.792 -2.564 -1.863 0.10
H -6.433 3.215 1.696 0.12
H 4.526 -3.771 7.153 0.12
C -0.794 -3.441 3.497 -0.32
C 5.269 0.340 -1.586 -0.26
H 1.678 -0.708 6.286 0.11
C -3.072 3.477 1.851 -0.12
C -4.521 -6.094 -1.355 -0.39
H -3.979 4.960 -4.856 0.08
C -1.155 -3.906 2.237 -0.10
Zr 0.400 0.312 0.881 1.69
H -1.740 6.700 -5.878 0.09
H -1.311 -0.960 5.428 0.10
Cl -0.556 -8.781 -3.046 0.74
C -2.766 2.280 2.502 -0.38
As 0.291 -1.826 3.695 1.38
O 2.163 -1.255 1.714 -0.17
H 0.857 6.561 5.748 0.12
H 6.013 4.793 -1.879 0.14
H -0.727 -1.087 -4.634 0.15
H 0.038 4.530 -6.293 0.08
C 3.352 -4.080 5.391 -0.04
C 3.150 -2.166 6.830 -0.05
H -0.922 -3.737 5.620 0.11
H 6.780 5.704 0.204 0.14
O -1.988 -0.290 0.994 -0.13
C 5.486 0.081 -3.928 -0.05
H -2.241 -5.405 1.155 0.09
N 0.742 -1.330 2.041 -0.39
H 5.623 0.112 1.769 0.12
C -1.327 -4.445 -4.060 -0.22
O -0.217 1.962 -0.463 -0.07
N 4.030 4.129 0.599 0.21
H -1.485 5.809 5.856 0.12
H -1.383 4.576 -7.303 0.09
C -0.986 4.178 -6.374 -0.05
H -3.084 -6.513 3.182 0.12
O 1.421 2.588 -2.088 0.18
N -0.112 -1.219 -0.758 -0.07
H -2.232 3.883 4.511 0.11
N 1.977 2.927 0.271 0.34
H 2.832 -0.034 4.122 0.06
H -3.828 -4.312 -0.378 0.10
C -1.497 3.904 -3.928 -0.15
O 1.772 1.005 2.051 -0.34
H 2.035 -4.119 3.687 0.12
C 3.748 -3.376 6.518 -0.04
H -0.926 -6.504 -1.387 0.11
H 1.346 -2.636 -0.041 0.10
C -1.847 4.660 -5.196 -0.56
C 3.134 0.461 -0.478 -0.19
C -0.810 2.573 -1.585 -0.17
B 1.261 2.053 -0.777 -0.95
N 5.231 4.411 -1.369 0.24
C -2.060 -5.204 4.529 -0.05
H -1.818 -3.013 -5.528 0.10
O -2.841 -2.425 -3.938 -0.10
H -4.715 -6.765 -0.542 0.07
C 3.557 0.037 3.311 0.03
H 4.125 0.953 3.449 0.11
C -0.603 -1.040 -1.981 -0.11
H -3.608 0.479 3.355 0.10
C -2.430 -5.659 3.271 -0.04
Cl -4.380 -4.735 -5.245 0.77
C -3.939 -4.208 -2.572 -0.35
H -0.735 -7.444 -5.547 0.11
C -1.200 4.213 4.461 -0.10
C -1.213 -4.872 -2.740 -0.07
C -0.977 -6.193 -2.416 -0.09
C -0.298 3.545 3.632 -0.36
H -5.922 1.081 2.819 0.12
C -0.157 3.601 -3.678 0.07
C -4.342 -5.052 -3.569 -0.93
C -2.134 2.863 -1.810 0.02
C -3.807 1.409 2.828 -0.13
H -4.606 4.756 1.093 0.12
H -1.329 -4.169 -1.933 0.10
C 0.787 -2.254 -0.877 -0.11
H 3.466 -1.622 7.705 0.12
N -0.076 -1.907 -2.855 -0.03
H -3.501 4.936 -6.537 0.09
H 4.518 3.945 -1.909 0.13
C -4.061 -4.820 -1.297 -0.17
H -3.490 3.767 -3.155 0.11
H 4.214 -0.828 3.323 0.11
H 0.253 1.054 4.817 0.07
C 0.162 2.945 -2.515 -0.16
C -5.122 1.748 2.537 -0.05
C -3.318 4.479 -5.570 -0.05
H -2.381 -1.024 0.492 0.09
C -0.784 5.298 5.214 -0.05
C 2.794 0.108 1.990 -0.53
C 0.534 5.721 5.152 -0.05
S -4.827 -6.601 -2.963 1.05
H 6.315 -0.092 -4.608 0.11
C -2.454 3.533 -2.986 0.00
C 2.350 -3.577 4.578 -0.09
C -0.447 -2.064 -4.233 -0.03
H -4.309 -2.113 -2.678 0.15
C -0.769 0.890 4.445 -0.36
H 0.614 3.887 -4.371 0.13
H 4.840 -0.802 -3.923 0.10
H -2.410 -5.711 5.415 0.12
H 5.822 5.441 1.624 0.14
C 5.110 0.228 0.829 0.01
H -1.979 -0.820 3.809 0.06
C -1.124 -5.399 -5.065 -0.60
C 3.008 3.504 0.311 -0.12
C -1.235 -4.098 4.644 -0.09
H -0.521 6.303 -4.667 0.08
C 1.741 -2.367 4.904 -0.32
C 3.882 0.463 -1.646 0.08
H 3.806 -5.030 5.159 0.12
H -0.988 3.094 -6.447 0.09
N 5.967 5.295 0.637 0.23
H 6.944 0.233 -0.272 0.13
H -2.898 2.596 -1.093 0.11
H -2.261 4.158 1.598 0.11
C 0.812 -2.682 -2.173 -0.02
H -0.778 -3.381 1.359 0.08
C 1.434 5.061 4.331 -0.07
H -3.573 3.424 -5.641 0.09
C -0.823 -7.129 -3.429 -0.66
H -1.354 -0.313 -2.250 0.16
C 2.141 -1.654 6.027 -0.11
C -3.448 -2.793 -2.723 -0.16
C -4.384 3.815 1.570 -0.05
C -1.558 6.150 -4.959 -0.03
C -1.090 -0.598 4.415 -0.32
C 5.073 4.619 -0.064 -0.43
H -2.746 0.277 1.267 0.05
As -0.825 1.884 2.701 1.33
C 5.869 0.284 -0.320 0.03
O 6.071 0.277 -2.655 -0.05
Cl -1.156 -4.968 -6.737 0.76
H 3.347 0.550 -2.578 0.13
C 1.024 3.974 3.574 -0.11
H -2.196 6.558 -4.179 0.09
C -1.658 -3.024 -4.443 -0.29
C -0.877 -6.727 -4.756 -0.11
H 1.373 -3.467 -2.638 0.14
H 0.404 -2.463 -4.787 0.15
H 2.460 5.393 4.289 0.11
C -1.968 -5.024 2.128 -0.06
H 1.730 3.444 2.941 0.08
C -5.411 2.949 1.911 -0.05
H 4.923 0.961 -4.251 0.10
H -1.454 1.402 5.138 0.09
O 1.757 0.629 -0.601 -0.09
```

***

no.,strongest force on any atom (eV Å⁻¹)
1,0.6
2,4.0